{"formula": "C28H47BrCrN2OP2", "method": "ωB97M-V with the def2-TZVPD basis set", "molar_mass_g_mol": 621.54, "charge": 2, "e_lumo_ha": [-0.279, -0.278], "homo_energy_ha": [-0.46686, -0.46718], "spin_multiplicity": 5, "orbital_gap_ev": [5.10, 5.14], "s_squared": 6.083, "elements": ["N", "C", "C", "C", "C", "C", "C", "Cr", "P", "C", "C", "C", "C", "C", "C", "C", "Br", "H", "H", "H", "H", "H", "H", "H", "H", "H", "H", "P", "C", "C", "H", "H", "H", "H", "H", "C", "C", "H", "H", "H", "H", "H", "C", "C", "H", "H", "H", "H", "H", "C", "C", "H", "H", "H", "H", "H", "C", "C", "H", "H", "H", "H", "H", "C", "C", "H", "H", "H", "H", "H", "C", "N", "C", "C", "O", "H", "H", "H", "H", "H", "H", "H"], "coordinates": [[-5.2775, 3.0432, -3.0517], [-5.1480, 3.4137, -1.7745], [-4.1386, 2.8969, -0.9575], [-3.1895, 1.9881, -1.5124], [-3.3927, 1.5945, -2.8617], [-4.4425, 2.1573, -3.5903], [-2.0046, 1.5761, -0.8002], [-0.1848, -0.0320, -0.0019], [3.2321, -0.6273, 0.4080], [-0.7870, 1.1793, -1.5002], [0.4181, 2.0719, -1.4383], [1.4153, 1.9356, -2.4291], [2.4123, 2.8887, -2.5654], [2.3742, 4.0682, -1.8088], [1.3486, 4.2428, -0.8706], [0.4962, 3.1677, -0.5628], [3.5607, 5.4368, -2.1191], [-1.9582, 1.8831, 0.2413], [-0.9329, 0.7231, -2.4762], [-4.0714, 3.2066, 0.0831], [-2.7584, 0.8616, -3.3361], [-5.8543, 4.1539, -1.3759], [-4.5867, 1.8897, -4.6370], [1.4106, 1.0204, -3.0548], [-0.1790, 3.2103, 0.3088], [3.1861, 2.6990, -3.3050], [1.1785, 5.1986, -0.3848], [-0.9500, -2.3514, -0.3572], [4.0302, 1.0296, 0.4878], [5.5047, 0.9632, 0.0938], [3.9239, 1.4047, 1.5195], [3.4652, 1.7321, -0.1592], [5.9640, 1.9451, 0.2162], [6.0514, 0.2627, 0.7338], [5.6262, 0.6482, -0.9461], [2.6955, -0.6692, -1.3126], [3.7658, -1.3114, -2.2016], [2.6129, 0.3845, -1.5940], [1.6975, -1.1430, -1.4113], [3.3816, -1.3893, -3.2282], [4.6742, -0.6866, -2.2282], [4.0336, -2.3111, -1.8233], [2.0122, -0.6442, 1.7369], [2.7447, -1.2531, 2.9403], [1.1294, -1.2622, 1.4358], [1.6791, 0.3979, 1.8911], [2.0520, -1.6707, 3.6729], [3.3990, -2.0679, 2.6021], [3.3616, -0.4978, 3.4479], [-0.5863, -3.1462, 1.2601], [-1.2957, -4.4578, 1.5509], [-0.8604, -2.3921, 2.0230], [0.5079, -3.2648, 1.3190], [-2.3709, -4.3113, 1.6929], [-1.1126, -5.2048, 0.7684], [-0.9121, -4.8546, 2.4963], [0.0195, -3.0435, -1.7359], [-0.2659, -2.3733, -3.0835], [-0.1828, -4.1246, -1.7631], [1.0827, -2.9406, -1.4703], [-1.3253, -2.4565, -3.3672], [0.0132, -1.3069, -3.0941], [0.3218, -2.8554, -3.8732], [-2.6805, -2.7068, -0.7356], [-3.6326, -1.7687, 0.0018], [-2.9208, -3.7602, -0.5411], [-2.8146, -2.5574, -1.8187], [-3.5299, -0.7380, -0.3575], [-4.6697, -2.0652, -0.1918], [-3.4709, -1.7596, 1.0855], [0.1015, 0.0128, 4.0975], [-1.2597, 0.5189, 4.0228], [-2.0678, 0.5645, 5.2383], [-1.7577, 0.6985, 2.7945], [-1.0534, 0.4248, 1.7848], [0.4585, 0.0092, 5.1218], [0.7512, 0.6774, 3.5167], [0.1303, -1.0117, 3.6990], [-2.7441, 1.4282, 5.2247], [-2.6628, -0.3550, 5.3626], [-1.4052, 0.6646, 6.1116], [-2.7859, 1.0984, 2.7162]], "mulliken_charge": [-0.51, -0.44, -0.49, 1.06, -0.38, -0.48, -0.58, 0.57, -0.27, -0.93, 1.31, -0.48, -0.31, -0.11, -0.88, -0.34, -0.07, 0.28, 0.53, 0.42, 0.37, 0.38, 0.39, 0.34, 0.36, 0.51, 0.47, 1.13, 0.26, -1.34, 0.50, -0.34, 0.42, 0.36, 0.23, 3.27, -1.48, -1.27, -1.63, 0.43, 0.32, 0.38, 1.26, -1.76, -0.83, -0.05, 0.46, 0.49, 0.39, -0.19, -1.48, -0.08, 0.42, 0.34, 0.34, 0.45, -0.95, -0.83, 0.63, 0.32, 0.38, -0.05, 0.40, -0.49, -0.83, 0.55, 0.37, -0.05, 0.48, 0.22, -0.57, 0.25, -0.88, -0.21, -0.52, 0.40, 0.18, 0.03, 0.37, 0.35, 0.29, 0.49]}

=====

{"formula": "C20H18N3PtSbSe4Si", "method": "ωB97M-V with the def2-TZVPD basis set", "molar_mass_g_mol": 961.15, "charge": 2, "e_lumo_ha": [-0.284, -0.340], "homo_energy_ha": [-0.51104, -0.50960], "spin_multiplicity": 5, "orbital_gap_ev": [6.18, 4.63], "s_squared": 6.025, "elements": ["Pt", "C", "C", "C", "C", "C", "C", "Si", "C", "C", "C", "C", "C", "C", "H", "H", "H", "H", "H", "H", "H", "H", "H", "H", "H", "Se", "Sb", "Se", "Se", "Se", "N", "C", "N", "C", "C", "C", "C", "C", "C", "H", "H", "H", "H", "H", "H", "N", "C", "H"], "coordinates": [[-0.5756, -1.2503, -0.6141], [1.1508, 4.0035, 0.9413], [2.0531, 3.4912, 0.0242], [2.2536, 2.1071, -0.0552], [1.4905, 1.2699, 0.7222], [0.7047, 1.7938, 1.7670], [0.4668, 3.1628, 1.8177], [1.3689, -0.6155, 0.4207], [1.5815, -1.3054, 2.1492], [2.5958, -0.8950, 2.9997], [2.6775, -1.3665, 4.3108], [1.7173, -2.2521, 4.7625], [0.6409, -2.6306, 3.9509], [0.5768, -2.1306, 2.6561], [0.9827, 5.0887, 0.9791], [2.6198, 4.1219, -0.6516], [2.9897, 1.6876, -0.7702], [0.1901, 1.1272, 2.5085], [-0.2260, 3.5593, 2.5609], [2.6513, -0.9077, -0.2662], [3.3383, -0.1449, 2.6472], [3.4900, -1.0460, 4.9610], [1.7268, -2.6458, 5.7752], [-0.1881, -3.2579, 4.3147], [-0.3418, -2.3940, 2.1009], [-2.2956, -1.4396, 3.8519], [-3.3560, -2.7186, 1.9780], [-2.3730, -4.9784, 2.2841], [-5.7818, -2.9710, 2.5207], [-3.1102, -1.7250, -0.3654], [-2.2418, 2.1241, -2.3625], [-1.9314, 1.2650, -1.3942], [-1.1182, 0.2876, -1.8221], [-0.8351, 0.5655, -3.2026], [-0.2531, -0.1547, -4.2331], [-0.4302, 0.3159, -5.5412], [-1.1058, 1.4865, -5.8102], [-1.7291, 2.2515, -4.8076], [-1.5618, 1.7439, -3.5510], [-2.9136, 2.9154, -2.3313], [-2.4902, 1.2245, -0.4655], [0.2649, -1.1040, -4.0341], [-0.0828, -0.3332, -6.3449], [-1.1621, 1.8789, -6.8407], [-2.2804, 3.1877, -4.9823], [0.3339, -4.1742, -0.8683], [-0.0455, -3.0677, -0.7480], [0.5637, -5.1510, -0.9423]], "mulliken_charge": [0.65, -0.49, -0.50, -0.51, 0.39, -0.11, -0.58, 0.20, 0.10, -0.06, -0.80, -0.51, -0.50, 0.46, 0.41, 0.44, 0.34, 0.26, 0.43, -0.17, 0.36, 0.43, 0.40, 0.37, -0.44, 0.01, 1.03, -0.08, -0.08, -0.30, -0.01, -0.38, -0.01, 0.58, -0.59, -0.80, -0.35, -1.00, 0.74, 0.28, 0.59, 0.38, 0.38, 0.38, 0.39, -0.32, 0.29, 0.31]}

=====

{"formula": "C18H34AlLiNO5", "method": "ωB97M-V with the def2-TZVPD basis set", "molar_mass_g_mol": 378.39, "charge": 3, "e_lumo_ha": -0.493, "homo_energy_ha": -0.61010, "orbital_gap_ev": 3.17, "elements": ["C", "C", "C", "C", "C", "C", "C", "C", "C", "C", "C", "O", "C", "C", "O", "H", "H", "H", "H", "H", "H", "H", "H", "H", "H", "H", "H", "H", "H", "H", "H", "H", "H", "H", "H", "H", "H", "H", "H", "H", "Li", "Al", "C", "C", "N", "H", "H", "H", "C", "O", "C", "O", "O", "C", "H", "H", "H", "H", "H", "H"], "coordinates": [[3.9061, 1.8586, 1.5822], [4.2512, 1.7124, 0.0955], [3.0979, 1.1637, -0.7665], [3.0009, -0.3841, -0.7289], [2.2529, -0.8019, 0.5482], [1.4205, -2.0845, 0.4263], [0.1297, -1.8841, -0.2574], [-1.1132, -2.3457, 0.5090], [-2.1708, -1.2106, 0.6640], [-3.6134, -1.6580, 0.3773], [-4.5232, -0.5053, 0.8757], [-5.5646, -0.2380, -0.0530], [-5.5302, 1.1139, -0.3836], [-6.1330, 2.1825, 0.5015], [-4.9790, 1.4139, -1.3494], [3.2373, 2.7143, 1.6958], [4.8065, 2.0240, 2.1731], [3.4145, 0.9861, 2.0182], [4.4702, 2.7165, -0.2745], [5.1460, 1.1188, -0.1087], [3.2728, 1.5040, -1.7903], [2.1396, 1.6131, -0.4778], [4.0349, -0.7378, -0.6767], [2.5681, -0.7872, -1.6459], [1.6820, 0.0582, 0.9048], [3.0091, -0.9910, 1.3199], [1.2072, -2.4537, 1.4422], [2.0071, -2.8940, -0.0484], [-0.0373, -0.8157, -0.4671], [-1.6385, -3.1712, -0.0235], [-0.8679, -2.6990, 1.5405], [-1.9406, -0.3381, 0.0496], [-2.1285, -0.8872, 1.7086], [-3.8807, -2.5958, 0.8908], [-3.8052, -1.8079, -0.6877], [-4.9918, -0.8207, 1.8141], [-3.9048, 0.3778, 1.0607], [-5.3036, 2.8233, 0.8099], [-6.8014, 2.8262, -0.0633], [-6.6229, 1.7904, 1.3911], [-1.7118, -4.5070, 1.6687], [-0.1663, -7.1016, 1.8041], [4.2012, 3.3993, 5.3797], [3.9092, 1.9798, 5.2439], [3.6780, 0.8605, 5.1294], [3.6343, 3.9898, 4.6609], [3.9487, 3.7599, 6.3760], [5.2586, 3.6017, 5.2138], [-2.6036, -0.0271, -3.1498], [-1.7254, 0.1371, -4.2644], [-0.5002, -0.3413, -4.1326], [-0.0454, -0.9121, -3.1443], [0.1356, -0.0970, -5.2618], [1.4945, -0.5347, -5.3427], [-3.5595, 0.4122, -3.4148], [-2.7554, -1.0881, -2.9360], [-2.2160, 0.4926, -2.2719], [1.5581, -1.6168, -5.2349], [2.1008, -0.0344, -4.5931], [1.8607, -0.2593, -6.3266]], "mulliken_charge": [-0.92, -0.76, -0.74, -0.50, -1.21, -0.98, -0.10, -1.10, -0.67, -0.41, -0.85, -0.35, 0.59, -0.98, -0.39, 0.31, 0.34, 0.17, 0.36, 0.39, 0.29, 0.40, 0.45, 0.42, 0.64, 0.51, 0.37, 0.46, 0.29, 1.13, 0.64, 0.53, 0.43, 0.21, 0.26, 0.22, 0.52, 0.32, 0.36, 0.33, 0.93, 1.02, -0.84, 0.43, -0.45, 0.26, 0.34, 0.28, -0.46, -0.30, 0.76, -0.58, -0.33, -0.51, 0.31, 0.23, 0.20, 0.29, 0.18, 0.23]}